1.
The following is a DFT calculation (ωB97M-V with the def2-TZVPD basis set) of a molecular structure, C33H44BF4GeO2P2Pt.

XYZ file:
```
88
Properties=species:S:1:pos:R:3:lowdin_charge:R:1
Pt 0.41 0.99 -0.82 0.8615
Ge -2.13 -2.06 1.42 1.0290
P -0.40 2.63 -2.30 0.7750
P 0.80 2.42 0.93 0.7413
F -2.73 -0.19 -4.84 0.0860
F -0.74 -0.20 -3.69 0.0436
F -0.86 0.77 -5.76 0.0742
F -0.99 -1.52 -5.56 0.0928
O -2.50 2.32 -0.11 -0.0390
O -1.45 0.35 -0.18 -0.2708
C -2.02 2.74 -3.10 -0.2116
C -3.00 -4.70 4.66 -0.0972
C -3.66 -1.14 0.59 -0.2459
C -0.30 4.09 -1.16 -0.3690
C 2.26 1.20 -1.37 -0.2983
C 4.81 1.36 -2.18 -0.6385
C 0.30 -0.82 2.50 -0.1078
C -0.31 2.77 2.34 -0.2177
C -1.08 -0.95 2.65 -0.2650
C -3.98 -4.22 2.12 -0.1129
C -1.00 -3.03 0.17 -0.2590
C 0.81 3.96 -0.10 -0.3792
C 3.41 1.31 -1.73 -0.1473
C 5.21 -0.02 -2.72 -0.0587
C -4.06 -5.46 4.18 -0.1074
C -0.54 -2.47 -1.03 -0.0959
C -2.92 -3.44 2.59 -0.2747
C -3.67 0.39 0.64 -0.1612
C 0.74 3.02 -3.67 -0.2419
C -0.93 0.35 4.69 -0.1093
C 5.73 1.73 -1.01 -0.0686
C -2.44 -3.70 3.87 -0.1080
C 2.44 2.53 1.71 -0.2441
C 4.96 2.40 -3.29 -0.0638
C 0.28 -3.19 -1.89 -0.0593
C 0.66 -4.48 -1.56 -0.0928
C 1.06 -0.12 3.43 -0.1206
C -2.46 1.10 0.07 -0.6484
C 0.45 0.46 4.53 -0.1207
C 0.20 -5.06 -0.38 -0.1011
C -4.55 -5.22 2.90 -0.0977
C -0.62 -4.34 0.47 -0.1128
C -1.68 -0.35 3.76 -0.1178
B -1.34 -0.30 -4.98 -1.2684
H -4.49 -6.24 4.79 0.0941
H 4.56 -0.31 -3.55 0.0879
H 5.99 2.42 -3.66 0.0777
H -3.73 -1.49 -0.44 0.0835
H -0.97 -4.81 1.38 0.0896
H 0.11 3.57 2.95 0.0537
H -1.42 0.80 5.55 0.1015
H 6.24 -0.01 -3.07 0.0780
H -2.11 3.69 -3.65 0.0530
H 4.29 2.17 -4.12 0.0845
H -1.29 3.04 1.96 0.0417
H 2.65 3.53 2.10 0.0473
H -0.14 4.99 -1.76 0.0796
H -0.40 1.86 2.94 -0.0031
H 1.76 3.08 -3.29 0.0154
H 1.78 3.91 -0.61 0.0676
H 0.83 4.83 0.56 0.0804
H -0.85 -1.48 -1.33 0.0678
H 0.67 2.19 -4.37 0.0430
H 5.63 1.00 -0.20 0.0817
H 2.49 1.81 2.53 0.0125
H -1.28 4.17 -0.68 0.0602
H 5.46 2.71 -0.61 0.0775
H -1.61 -3.12 4.26 0.0942
H 1.04 1.00 5.26 0.1045
H 2.13 -0.04 3.29 0.0966
H 0.79 -1.27 1.64 0.0973
H 0.58 -2.73 -2.82 0.1100
H -2.61 -4.89 5.65 0.0960
H -4.37 -4.06 1.12 0.1024
H 0.48 -6.08 -0.13 0.0938
H -5.37 -5.81 2.51 0.0968
H -4.55 -1.50 1.11 0.0610
H -4.53 0.79 0.10 0.1181
H 0.47 3.94 -4.18 0.0459
H -2.75 -0.45 3.92 0.1072
H 1.29 -5.05 -2.24 0.0969
H 6.77 1.75 -1.33 0.0772
H 5.11 -0.78 -1.94 0.0836
H -2.13 1.91 -3.79 0.0275
H 3.19 2.25 0.96 0.0186
H 4.71 3.40 -2.92 0.0797
H -2.80 2.69 -2.34 0.0350
H -3.78 0.74 1.67 0.1111
```

frontier orbital gap: 6.5006 eV
total charge: -1
LUMO: 2.211 eV
F_max: 0.8 eV Å⁻¹
E_HOMO: -4.290 eV
E: -4737.965157 a.u.


2.
The following is a DFT calculation (ωB97M-V with the def2-TZVPD basis set) of 12 unconnected molecules or ions with the total composition C62H140N12 in a non-equilibrium geometry.

XYZ file:
```
214
Properties=species:S:1:pos:R:3:lowdin_charge:R:1
N 5.59 2.66 -1.59 -0.2090
N 2.98 -3.59 -4.26 -0.2074
N -6.09 -1.56 -0.84 0.1732
N -4.80 3.01 4.84 0.1629
N -0.85 -1.13 -5.26 0.1496
N 3.04 -2.96 5.68 0.1634
N -0.72 6.05 -1.88 0.1502
N 1.50 3.82 5.21 -0.1854
N -1.15 0.77 -0.21 -0.1592
N 4.21 -1.95 2.07 -0.1777
N -1.73 -6.45 -1.08 -0.1963
N -6.03 3.73 -1.03 -0.1578
C -4.24 3.69 4.12 -0.2445
C 2.52 -2.92 -5.46 -0.2761
C -6.64 -0.38 2.47 -0.2225
C -2.71 0.72 -2.26 -0.0802
C 4.45 1.89 -2.03 -0.2733
C -0.17 3.72 -5.40 -0.0904
C -5.37 0.51 2.55 -0.1002
C 5.34 4.12 -1.31 -0.2188
C 2.57 4.29 4.34 -0.2499
C 3.65 -2.01 5.50 -0.2319
C 1.93 -2.70 2.46 -0.0729
C 2.92 -2.15 1.47 -0.2861
C -6.32 -1.71 1.74 -0.1762
C -3.46 -7.70 -2.18 -0.0981
C 2.92 -3.64 -6.70 -0.0953
C 3.09 -5.61 -2.80 -0.0595
C 6.75 2.35 -3.79 -0.0852
C 5.08 -1.03 1.29 -0.2336
C -3.10 -6.88 -0.99 -0.2907
C -2.17 0.13 0.62 -0.2566
C -1.30 -2.10 -4.87 -0.2181
C -0.97 3.34 -4.14 -0.2510
C 1.35 4.63 6.41 -0.2298
C -0.76 -7.54 -1.10 -0.2563
C -0.88 2.94 5.31 -0.0723
C 2.31 -4.82 -3.86 -0.2467
C -4.82 5.85 -1.61 -0.0990
C 3.31 1.71 -1.00 -0.0804
C 1.99 0.30 5.02 -0.1048
C -1.88 -3.43 -4.47 -0.1640
C 1.79 -2.05 -2.68 -0.0608
C -2.32 -1.39 0.63 -0.0760
C 5.82 4.40 0.10 -0.0935
C 0.24 3.53 4.45 -0.2352
C -6.16 2.27 -1.33 -0.2694
C -0.67 -8.38 0.16 -0.0691
C 3.34 0.46 5.64 -0.2520
C -1.38 0.36 -1.59 -0.2479
C -6.21 -1.55 0.30 -0.2196
C 4.26 -0.68 5.22 -0.1826
C 6.24 -3.33 2.86 -0.0778
C -2.72 -3.44 -3.20 -0.2660
C -4.07 -2.79 -3.38 -0.0980
C -4.82 4.35 -1.70 -0.2602
C 5.43 -1.43 -0.14 -0.0637
C -5.97 3.93 0.42 -0.2690
C -1.36 -5.40 -0.11 -0.2497
C 0.17 0.41 0.23 -0.2608
C -0.01 -4.75 -0.34 -0.0877
C 3.17 -2.62 -3.16 -0.2287
C -0.61 5.01 -2.34 -0.2396
C -7.19 3.37 1.14 -0.0880
C -2.08 3.99 0.98 -0.1082
C 0.53 5.98 6.30 -0.0714
C -5.91 1.86 -2.76 -0.0962
C 3.02 3.28 3.28 -0.0808
C 6.85 2.37 -2.24 -0.2529
C 4.82 -3.25 2.40 -0.2508
C -0.21 3.68 -2.85 -0.1843
C 0.57 0.97 1.59 -0.0793
C -3.36 4.35 3.18 -0.1640
C -2.73 3.33 2.16 -0.2568
H 0.07 -3.83 0.22 0.0379
H 0.87 3.86 -3.10 0.1247
H -4.34 6.25 -0.70 0.0668
H 5.30 3.78 0.77 0.0258
H -4.52 -7.86 -2.20 0.0631
H -1.76 2.54 4.81 0.0546
H 1.67 0.87 1.78 0.0666
H 7.54 3.16 -1.91 0.1063
H 4.46 -1.63 -0.63 0.0487
H 1.30 -4.60 -3.59 0.0683
H 3.21 2.27 3.68 0.0495
H 0.14 -4.51 -1.42 0.0643
H 5.92 -0.60 -0.65 0.0652
H -3.35 -7.36 -0.01 0.1205
H 6.03 -2.33 -0.19 0.0701
H -3.06 -8.69 -2.28 0.0667
H 3.97 3.66 2.83 0.0768
H -0.52 0.66 -2.20 0.1006
H -2.11 -4.59 -0.22 0.1020
H -1.71 3.38 0.15 0.0502
H -4.96 4.02 -2.71 0.0822
H 5.81 4.78 -2.11 0.1339
H 2.60 -3.10 -7.60 0.0778
H -1.93 3.83 -4.04 0.0989
H -2.02 2.72 2.72 0.0799
H -5.40 1.29 3.35 0.0499
H -7.07 -0.67 3.43 0.1058
H 6.65 -4.29 2.91 0.0569
H 1.45 -2.84 -5.41 0.0858
H 4.69 -3.84 1.49 0.1138
H -7.45 0.17 1.96 0.1052
H -4.79 -3.13 -2.62 0.0575
H 3.86 1.40 5.40 0.1000
H 1.11 -2.89 -2.45 0.0486
H -0.12 -7.85 0.94 0.0662
H 0.96 -2.77 1.91 0.0650
H -5.37 -2.14 2.04 0.1075
H 4.25 4.18 -1.29 0.0981
H -2.90 1.80 -2.17 0.0495
H -0.05 4.79 -5.56 0.0735
H 6.88 4.10 0.22 0.0802
H 5.70 5.43 0.49 0.0787
H -2.53 -3.78 -5.32 0.1304
H -3.88 3.89 -1.32 0.1001
H 0.44 2.01 1.70 0.0330
H 2.33 3.12 2.47 0.0428
H 5.94 -0.79 1.91 0.1050
H -6.64 2.40 -3.38 0.0900
H 3.77 1.49 -0.03 0.0610
H 2.05 0.30 3.91 0.0576
H -1.40 -5.77 0.95 0.1275
H -7.19 2.04 -1.11 0.0994
H 7.37 1.44 -1.90 0.1128
H -4.14 6.18 -2.44 0.0765
H -1.96 0.42 1.67 0.1013
H 3.95 2.32 -2.95 0.1201
H 7.71 2.43 -4.25 0.0629
H -2.93 -1.80 -0.23 0.0779
H 0.90 0.89 -0.47 0.0823
H 4.79 0.91 -2.39 0.1017
H -4.09 -1.70 -3.31 0.0535
H -1.29 -0.76 -1.63 0.1041
H 5.24 -0.66 5.75 0.1276
H 0.44 2.85 3.67 0.0602
H -1.37 -1.93 0.52 0.0436
H 2.51 -1.20 1.08 0.0993
H -2.75 4.70 0.52 0.0457
H -1.01 -4.11 -4.37 0.1086
H 2.29 4.78 6.89 0.1024
H 3.05 -1.95 -5.43 0.1275
H -4.49 -0.14 2.71 0.0721
H -0.53 5.96 6.11 0.0479
H -7.20 3.65 2.21 0.0813
H -0.50 2.04 5.77 0.0610
H 0.83 3.28 -5.33 0.0698
H 1.95 -1.35 -1.84 0.0477
H -1.21 4.63 1.27 0.0916
H 4.49 -0.60 4.17 0.0832
H -3.76 -6.01 -0.97 0.1067
H -7.29 2.31 1.07 0.0312
H -4.00 5.04 2.61 0.1144
H 1.40 -1.45 -3.48 0.0416
H -0.30 2.90 -2.08 0.0924
H -5.54 1.69 -0.62 0.1021
H -2.74 -1.74 1.58 0.0735
H 4.28 -3.74 3.20 0.0904
H 4.02 -3.75 -6.77 0.0836
H 0.20 -7.05 -1.36 0.1012
H 6.35 -2.91 3.86 0.0765
H -4.40 -2.89 -4.40 0.0723
H 3.81 -3.10 -2.38 0.0990
H -1.17 2.25 -4.09 0.0898
H 0.39 -0.71 0.16 0.1144
H -5.23 1.07 1.62 0.0350
H 0.74 6.48 7.23 0.0608
H 6.05 3.11 -4.10 0.0683
H 2.75 0.81 -1.37 0.0588
H -0.92 -8.15 -2.02 0.1099
H 6.32 1.42 -4.13 0.0555
H -0.14 -9.29 -0.05 0.0660
H 2.22 -5.33 -4.81 0.1013
H -3.59 0.22 -1.87 0.0480
H -8.07 3.90 0.76 0.0829
H 2.49 -4.64 -6.78 0.0609
H 2.97 -2.87 0.62 0.1114
H -1.63 -8.59 0.60 0.0639
H 3.46 4.50 4.97 0.1197
H 2.65 -6.58 -2.58 0.0644
H -3.15 0.54 0.48 0.0817
H 3.80 -1.76 -3.52 0.1126
H 2.30 5.21 3.77 0.1198
H -2.17 -3.04 -2.38 0.0779
H 1.79 -2.01 3.26 0.0345
H -5.01 3.50 0.87 0.1023
H 3.09 -5.09 -1.86 0.0521
H -1.17 3.66 6.09 0.0732
H 0.76 4.00 7.10 0.1064
H 6.95 -2.82 2.24 0.0582
H -6.12 0.76 -2.70 0.0774
H 1.28 1.11 5.25 0.0522
H 1.54 -0.64 5.32 0.0711
H 0.00 0.51 2.43 0.0852
H -5.80 6.33 -1.80 0.0864
H -7.08 -2.46 1.92 0.1145
H -5.97 5.01 0.63 0.1112
H -2.89 -4.48 -2.96 0.0892
H -0.11 4.45 3.93 0.1128
H -2.67 0.58 -3.37 0.0781
H 0.80 -5.45 -0.07 0.0740
H -3.30 -7.10 -3.09 0.0834
H 0.92 6.63 5.51 0.0652
H 2.28 -3.66 2.85 0.0735
H 3.31 0.42 6.73 0.1132
H 4.47 -0.13 1.17 0.0860
H -2.51 4.84 3.68 0.1137
H 4.09 -5.72 -3.17 0.0742
H -0.61 3.29 -6.32 0.0779
H -3.56 2.66 1.84 0.0752
H 2.56 2.51 -0.96 0.0639
H -4.84 2.01 -3.06 0.0518
```

frontier orbital gap: 8.6609 eV
total charge: 0
SMILES: CCN(CC)CC.CCN(CC)CC.CCN(CC)CC.CCN(CC)CC.CCN(CC)CC.CCN(CC)CC.CCN(CC)CC.CCCC#N.CCCC#N.CCCC#N.CCCC#N.CCCC#N
LUMO: 0.553 eV
F_max: 2.8 eV Å⁻¹
E_HOMO: -8.108 eV
E: -3103.169297 a.u.


3.
The following is a DFT calculation (ωB97M-V with the def2-TZVPD basis set) of 7 unconnected molecules or ions with the total composition C29H32F6NO21S in a non-equilibrium geometry.

XYZ file:
```
90
Properties=species:S:1:pos:R:3:lowdin_charge:R:1
S -4.53 6.85 1.09 0.7747
F 2.83 -1.18 -2.31 0.0815
F -1.14 -8.30 4.65 0.0735
F 1.91 -1.17 2.80 0.0712
F 0.80 0.81 -3.85 0.0788
F -1.99 -1.77 -7.15 0.0753
F 3.83 -7.26 -5.03 0.0885
O -0.31 5.01 -2.99 0.1638
O 0.88 -2.97 3.66 0.1511
O -0.76 -6.93 7.77 0.0759
O 0.69 -3.69 -1.37 0.0943
O -1.33 3.40 3.37 0.0278
O 0.18 0.74 -10.07 0.1720
O 2.86 -5.24 -4.91 0.1345
O -1.20 -0.61 -8.90 0.1398
O -1.97 -8.52 6.73 0.1376
O 1.48 -3.53 -5.47 0.1444
O -0.71 -4.18 4.72 0.1606
O 0.90 -0.23 -8.16 0.0760
O 0.31 3.34 -1.59 0.0288
O -2.09 -8.30 8.98 0.1682
O 1.17 -1.55 -0.84 0.1269
O 1.08 -5.62 -6.23 0.0879
O -1.19 -2.12 3.90 0.0885
O -3.51 4.28 3.16 -0.0564
O 0.34 3.01 -3.82 0.1526
O -0.62 -2.57 0.10 0.1586
O -0.35 1.99 1.72 0.1301
N -2.29 7.01 2.74 0.0322
C 0.80 4.16 2.13 -0.0968
C 0.23 -1.00 -7.17 -0.0702
C -0.02 0.04 -9.13 -0.5319
C -0.38 -1.11 3.33 -0.0669
C 1.78 -4.69 -5.53 -0.5152
C 2.64 -6.63 -4.93 -0.3195
C 1.85 4.25 3.29 0.0001
C -3.78 6.81 2.81 -0.5507
C 0.61 1.96 -1.81 -0.0630
C 2.97 5.33 3.17 -0.0402
C 2.97 6.24 1.92 -0.0548
C -1.59 5.94 3.57 -0.0170
C 1.76 -3.27 -2.21 -0.0572
C -0.38 -6.92 6.40 -0.0714
C -0.35 3.05 2.35 -0.3186
C -1.65 -7.95 7.92 -0.5331
C -4.23 5.47 3.56 -0.1830
C 1.95 6.14 0.77 -0.0404
C 0.32 -2.60 -0.64 -0.5277
C 1.10 1.97 -3.23 -0.3150
C 0.83 5.08 0.88 -0.0250
C 0.76 -1.89 2.77 -0.3172
C -2.10 4.54 2.96 -0.2842
C -1.54 -7.60 5.74 -0.3226
C -0.90 -1.60 -7.94 -0.3214
C -0.37 -3.18 4.15 -0.5096
C 2.31 -2.10 -1.46 -0.3093
C 0.08 3.89 -2.82 -0.5305
C 1.82 -6.83 -6.17 -0.0566
H 2.50 -4.07 -2.33 0.1450
H -0.48 6.13 3.45 0.1435
H -5.62 7.73 1.26 -0.0721
H -4.21 7.70 3.40 0.1470
H -2.00 6.81 1.75 0.1526
H 2.14 -6.94 -4.01 0.1788
H -0.11 -0.33 -6.37 0.1407
H 1.75 3.55 4.19 0.1134
H 1.37 1.61 -1.11 0.1440
H -5.38 5.37 3.44 0.1571
H -0.24 -5.90 6.03 0.1085
H 2.16 2.18 -3.34 0.1815
H -0.29 1.36 -1.68 0.1523
H 2.44 -6.93 -7.07 0.1530
H 1.38 -3.00 -3.19 0.1299
H -2.37 -6.93 5.48 0.1766
H -0.07 -0.41 4.11 0.1466
H 1.16 -7.70 -6.10 0.1488
H -1.97 4.62 1.81 0.1734
H -0.92 -0.56 2.56 0.1333
H -0.66 -2.54 -8.43 0.1772
H 3.06 -2.36 -0.70 0.1802
H -1.96 7.97 2.96 0.1953
H 0.89 -1.75 -6.74 0.1115
H 0.55 -7.47 6.28 0.1489
H -4.07 5.63 4.69 0.1449
H 3.77 7.05 1.85 0.0951
H 0.59 -2.26 1.75 0.1336
H 0.00 4.91 0.10 0.0966
H 3.73 5.40 4.02 0.1006
H 1.94 6.83 -0.13 0.1021
H -1.82 6.06 4.69 0.1698
```

frontier orbital gap: 8.3797 eV
total charge: +1
LUMO: -3.554 eV
F_max: 4.8 eV Å⁻¹
E_HOMO: -11.934 eV
E: -3756.065156 a.u.


Number 2 is which compound? C62H140N12


Among the records above, which one has the lowest total charge? C33H44BF4GeO2P2Pt